# 1
{"formula": "C2H4NPS", "method": "ωB97M-V/def2-TZVPD", "homo_energy_ev": [-8.8, -8.8], "multiplicity": 1, "energy_ha": -872.81016, "elements": ["C", "H", "S", "H", "P", "H", "H", "N", "C"], "positions_angstrom": [[-1.102933, 1.109098, 0.057191], [0.176725, -1.083443, -1.392221], [-1.658288, -0.489204, 0.181632], [-1.810039, 1.964516, 0.106452], [1.329436, 0.286865, 0.130558], [1.370443, 0.203013, 1.519231], [0.996520, -2.246820, -0.205569], [0.084485, 1.477777, -0.070792], [0.613648, -1.221806, -0.326480]], "forces_ev_per_a": [[-1.56, 0.30, 0.08], [1.20, -0.43, 1.65], [0.62, -1.48, 0.10], [-0.19, -0.89, -0.05], [0.85, 1.38, -0.47], [-0.10, -0.12, 0.50], [-0.53, 0.52, 0.61], [3.01, 0.16, 0.10], [-3.31, 0.55, -2.51]]}

# 2
{"formula": "C15H16GaI2O7PmS2", "method": "ωB97M-V/def2-TZVPD", "homo_energy_ev": [-19.0, -19.0], "multiplicity": 5, "charge": 4, "s_squared": 6.00, "energy_ha": -5031.14681, "elements": ["H", "C", "H", "C", "H", "H", "O", "Ga", "C", "C", "H", "O", "H", "H", "C", "H", "H", "C", "C", "O", "H", "C", "S", "Pm", "O", "O", "H", "H", "C", "C", "I", "I", "H", "H", "C", "H", "C", "C", "C", "C", "H", "S", "O", "O"], "positions_angstrom": [[2.370304, 2.942317, 8.051977], [0.294465, -0.035860, -2.994766], [1.463765, 3.131283, 5.880855], [0.467005, 0.145136, 4.634239], [1.801029, -1.481742, -2.432049], [1.348756, -1.510609, -4.107307], [-1.705426, -0.835084, 3.412904], [-0.548532, 2.188943, -0.378177], [0.006394, -3.406756, -0.235351], [-0.868318, 0.121131, -3.989259], [0.769731, 2.073542, -3.078920], [-0.517101, -4.337691, -0.640375], [1.707663, -0.736884, 7.673941], [0.229899, -2.189615, -2.933171], [0.716113, 1.512366, 4.686010], [1.726640, 1.007623, -4.175231], [-1.363324, 1.110658, -3.934302], [1.437321, -0.106032, 6.826663], [0.846905, -0.677803, 5.698974], [-1.303214, 4.807767, -1.849552], [0.666496, -1.748945, 5.633418], [0.949256, -1.392954, -3.101888], [-0.647362, 0.059136, -1.295043], [0.890643, -1.195204, 0.742237], [-0.018195, 0.388515, 2.053589], [-2.798057, -2.010954, 0.950097], [1.685911, 1.638289, 9.019142], [2.108762, 1.044243, -2.432379], [-1.683601, -1.799657, 1.174161], [2.281701, 1.860609, 8.136934], [4.180671, -0.798637, -0.305208], [3.001848, 1.595977, 0.358885], [3.270507, 1.420389, 8.286971], [0.431544, 2.146822, 3.853742], [-1.396600, 2.142852, 1.411139], [-0.521508, -0.001937, -5.033429], [1.289698, 1.101194, -3.161017], [1.302500, 2.057836, 5.825310], [-0.912693, 3.849895, -1.307146], [1.631591, 1.273520, 6.925583], [-1.648157, -0.636991, -3.819571], [-0.298628, -0.563812, 3.205382], [0.562413, -1.767105, 2.905711], [-2.022416, 2.261528, 2.374777]], "forces_ev_per_a": [[0.08, -0.06, 0.04], [-0.49, 0.85, -1.54], [0.01, -0.15, -0.08], [0.14, 0.15, -0.34], [0.21, -0.11, 0.21], [-0.07, 0.03, -0.18], [1.52, 0.34, -0.93], [0.91, -4.00, -0.99], [-1.91, -4.14, -1.84], [-0.53, -0.06, -0.23], [0.32, -0.19, -0.20], [1.76, 3.06, 1.36], [-0.05, 0.04, -0.30], [-0.01, -0.24, -0.09], [-0.05, 0.24, 0.13], [-0.25, 0.22, 0.47], [0.37, -0.40, 0.07], [-0.54, -0.50, -0.23], [-0.08, -0.30, 0.13], [2.57, -5.99, 3.29], [0.11, 0.15, 0.22], [-0.28, -0.03, 0.59], [0.14, 1.80, 0.46], [1.65, -0.50, 0.57], [-0.07, 0.73, -1.56], [4.42, 0.76, 1.08], [-0.02, -0.04, 0.14], [-0.16, 0.09, -0.27], [-5.13, -1.00, -1.63], [-0.15, 0.10, -0.08], [-0.53, 0.60, 0.17], [0.29, -0.39, 0.12], [-0.06, 0.06, 0.01], [0.10, 0.13, 0.11], [-3.51, 0.97, 5.87], [0.07, 0.01, 0.53], [0.06, -0.06, 0.26], [-0.47, 0.36, -0.46], [-2.94, 7.89, -4.12], [0.52, -0.21, -0.17], [0.24, 0.16, -0.11], [-0.74, -0.06, 5.73], [-0.22, 0.13, -1.58], [2.77, -0.45, -4.61]]}

# 3
{"formula": "C7H12", "method": "ωB97M-V/def2-TZVPD", "homo_energy_ev": -9.5, "multiplicity": 1, "smiles": "CC[C@H]1C[C@H]2C[C@@H]12", "energy_ha": -273.85728, "elements": ["C", "H", "H", "H", "H", "H", "H", "C", "H", "H", "C", "H", "H", "C", "H", "C", "C", "H", "C"], "positions_angstrom": [[0.481238, -1.564474, 1.284256], [0.811618, 1.245649, -1.419221], [0.720498, -2.089686, 2.204613], [2.055504, -2.469582, 0.047265], [0.100932, 1.213000, 1.095868], [-0.492620, 0.099060, -1.674023], [-1.349575, -0.469041, 1.905310], [1.153504, -1.867899, -0.012238], [-1.140949, 2.498270, -2.145378], [-1.504786, -1.264396, 0.328477], [1.303394, -0.494734, 0.566197], [-0.818030, 2.906998, -0.461925], [2.289174, -0.108850, 0.809139], [-0.164980, 0.920645, -1.025708], [0.563637, -2.063966, -0.904241], [-0.799730, -0.769910, 1.008726], [0.068809, 0.378321, 0.382256], [-2.149091, 1.806401, -0.861499], [-1.128546, 2.094195, -1.127875]], "forces_ev_per_a": [[0.06, 0.01, 0.18], [-0.16, -0.11, 0.11], [-0.08, 0.08, -0.19], [-0.11, 0.05, 0.05], [0.05, -0.13, -0.13], [0.02, 0.10, 0.01], [0.15, 0.02, -0.14], [0.04, -0.14, -0.22], [-0.08, -0.08, 0.12], [0.12, 0.07, 0.05], [0.22, 0.10, 0.28], [-0.06, -0.10, -0.04], [-0.13, -0.09, 0.04], [0.22, -0.12, -0.08], [-0.02, 0.11, 0.06], [-0.18, 0.04, -0.03], [-0.02, 0.08, -0.08], [0.04, 0.05, 0.01], [-0.07, 0.06, 0.02]]}

# 4
{"formula": "ClHf", "method": "ωB97M-V/def2-TZVPD", "homo_energy_ev": -29.9, "multiplicity": 1, "charge": 3, "energy_ha": -506.52274, "elements": ["Hf", "Cl"], "positions_angstrom": [[1.278633, 1.491975, 0.267514], [3.628957, 1.149057, 0.001500]], "forces_ev_per_a": [[5.03, -0.73, -0.57], [-5.03, 0.73, 0.57]]}

# 5
{"formula": "C4H4F4O", "method": "ωB97M-V/def2-TZVPD", "homo_energy_ev": -11.9, "multiplicity": 1, "energy_ha": -629.36880, "elements": ["H", "F", "C", "C", "F", "H", "F", "C", "O", "F", "C", "H", "H"], "positions_angstrom": [[2.665773, 0.332004, -0.250148], [1.079419, -1.303586, 1.379698], [-1.891833, 0.658341, 0.178865], [0.683323, -0.269062, 0.594320], [-0.942496, -1.228572, -1.487577], [0.944519, 0.730925, 1.290790], [-2.635035, 0.946321, -0.868601], [1.676606, -0.136888, -0.595576], [-1.954966, -0.558791, 0.847806], [-1.961878, 1.701311, 0.982732], [-0.722307, -0.302786, 0.238094], [1.343660, 0.492463, -1.311553], [1.715219, -1.061678, -0.998853]], "forces_ev_per_a": [[-1.38, -1.27, -0.23], [-0.24, -0.81, 0.22], [1.64, -0.65, -0.34], [3.00, 3.01, 1.59], [0.79, 1.78, 3.47], [-1.54, -2.22, -1.69], [0.22, -0.98, 0.16], [1.03, 1.60, 4.03], [1.44, -0.22, -0.40], [0.32, 0.34, 0.57], [-4.53, 0.35, -3.74], [-1.49, 2.10, -2.28], [0.73, -3.01, -1.35]]}

# 6
{"formula": "C12H18BiClIN2OP", "method": "ωB97M-V/def2-TZVPD", "homo_energy_ev": [-14.6, -14.6], "multiplicity": 1, "charge": 2, "energy_ha": -1966.02328, "elements": ["Bi", "C", "H", "C", "Cl", "C", "H", "H", "I", "H", "N", "H", "H", "H", "C", "H", "C", "P", "H", "H", "H", "C", "H", "H", "C", "N", "C", "H", "C", "C", "H", "C", "H", "C", "O", "H", "H"], "positions_angstrom": [[-1.347981, 0.062071, 0.304415], [1.349553, 1.935144, 4.703450], [-2.492139, 1.687656, -2.818131], [0.664085, -1.062250, -0.164374], [-2.787557, -1.926278, -0.206989], [-1.473214, 1.796469, -3.231821], [1.894201, 2.869441, 4.689048], [-0.359493, -1.810135, -3.579013], [1.555919, 1.986809, -0.513434], [1.133515, -1.152633, 0.805691], [-0.724835, -0.478255, 2.663408], [-0.980444, -2.359231, 5.233879], [-1.313280, -0.667527, -4.584510], [0.739999, 1.959529, 2.590851], [0.708858, 1.446723, 3.548352], [-1.035719, 2.752779, -2.896281], [-1.170328, -1.596708, 3.277184], [-0.431706, 0.408442, -2.611814], [0.894191, 0.681028, -4.634494], [1.535126, 1.702761, -3.303233], [0.168894, -2.000717, -0.445265], [0.001912, -0.485164, 4.812354], [-1.512423, 1.755116, -4.335763], [1.863115, -0.046125, -3.313904], [0.603162, -0.026605, 5.962926], [-0.762812, -1.629006, 4.559417], [-1.105593, -1.003689, -3.560447], [0.523950, -0.620659, 6.870189], [3.698075, 0.397172, 0.324375], [1.122870, 0.719732, -3.560878], [1.769476, 1.595728, 6.803129], [0.022407, 0.231002, 3.617008], [1.361877, -0.743043, -0.943316], [1.289200, 1.209772, 5.910786], [4.608826, -0.190780, 0.630308], [-1.783072, -2.362718, 2.818595], [-2.020814, -1.364447, -3.076396]], "forces_ev_per_a": [[0.58, -0.77, 1.41], [-0.59, -0.83, -0.40], [0.35, 0.23, -0.31], [-1.20, -0.96, -0.57], [0.80, 0.84, 0.30], [-0.31, 0.27, 1.13], [-0.07, 0.00, -0.15], [-0.28, 0.14, 0.00], [-0.12, 1.04, 0.39], [0.10, 0.14, 0.21], [-0.79, -1.06, -0.52], [0.04, 0.22, -0.32], [0.08, 0.14, 0.27], [0.09, 0.23, 0.26], [0.25, 0.10, 0.23], [-0.29, -0.34, -0.21], [0.62, 1.19, 0.18], [0.34, 0.85, -3.66], [-0.17, -0.16, 0.28], [-0.18, -0.36, -0.23], [0.54, -0.10, 0.07], [-0.44, -0.20, -0.39], [0.16, -0.16, 0.48], [0.01, 0.09, -0.14], [0.70, 0.86, 0.62], [-0.05, -0.04, -0.32], [-0.03, -0.72, 1.07], [0.17, 0.27, -0.02], [1.12, -0.80, 0.43], [0.23, 0.04, 0.68], [-0.07, -0.07, -0.12], [0.19, 0.34, 0.06], [-0.34, -0.04, 0.27], [-0.71, -1.07, -0.43], [-0.91, 0.63, -0.31], [0.07, 0.11, 0.05], [0.12, -0.07, -0.30]]}